## i
Entry from the Open Molecules 2025 dataset: a gas-phase ion, C6H11N (charge -1) (ωB97M-V/def2-TZVPD).

Cartesian coordinates (Å):
C: -1.893 1.218 0.583
C: -0.502 0.989 1.200
N: 1.896 0.031 -1.571
C: 0.902 0.668 -0.802
C: 0.384 0.124 0.360
C: 0.470 -1.282 0.646
C: 0.456 -2.324 -0.275
H: -2.161 0.407 -0.085
H: -1.914 2.133 -0.034
H: -2.674 1.387 1.326
H: -0.680 0.558 2.190
H: -0.069 1.970 1.416
H: 2.078 0.460 -2.472
H: 1.784 -0.963 -1.759
H: 0.483 1.601 -1.171
H: 0.775 -1.523 1.663
H: 0.543 -3.342 0.074
H: 0.120 -2.114 -1.289

LUMO energy (alpha / beta): 4.349 / 4.234 eV
Highest occupied orbital energy (alpha / beta): 0.59 / -2.20 eV
⟨S²⟩: 0.767
Net charge: -1
Multiplicity: 2

Atomic partial charges in e from the natural (NBO) method, atoms 1 to 6: C -0.602; C -0.409; N -0.859; C -0.161; C -0.188; C -0.326



## ii
Entry from the Open Molecules 2025 dataset: a gas-phase ion, C6H11N (charge -1) (ωB97M-V/def2-TZVPD).

Cartesian coordinates (Å):
C: -2.488 -0.547 0.831
N: -1.248 1.531 -0.922
C: -0.421 0.745 -0.036
C: -1.071 -0.059 1.005
C: 3.045 -1.080 -0.206
C: 1.568 -0.872 -0.123
C: 0.870 0.434 -0.395
H: -2.619 -1.019 -0.231
H: -2.807 -1.294 1.667
H: -3.253 0.330 0.918
H: -1.851 2.031 -0.325
H: -0.651 2.275 -1.374
H: -0.342 -0.624 1.472
H: 3.616 -1.417 -1.048
H: 3.504 -1.195 0.756
H: 1.888 -1.092 -1.141
H: 0.787 -1.517 0.292
H: 1.449 1.078 -0.998

LUMO energy (alpha / beta): 3.928 / 3.744 eV
Highest occupied orbital energy (alpha / beta): -1.05 / -1.01 eV
⟨S²⟩: 0.783
Net charge: -1
Multiplicity: 2

Atomic partial charges in e from the natural (NBO) method, atoms 1 to 6: C -0.659; N -0.826; C 0.041; C -0.290; C -1.015; C -0.523



## iii
Entry from the Open Molecules 2025 dataset: a gas-phase ion, C6H11N (charge -1) (ωB97M-V/def2-TZVPD).

Cartesian coordinates (Å):
C: -2.145 0.372 0.133
N: 0.237 0.174 1.756
C: 0.328 -0.101 0.378
C: -0.788 0.100 -0.444
C: -0.681 0.370 -1.906
C: 2.761 -0.650 0.724
C: 1.563 -0.661 -0.006
H: -2.386 1.450 0.161
H: -2.202 -0.029 1.146
H: -2.926 -0.080 -0.478
H: 0.634 -0.512 2.375
H: -0.469 0.756 2.164
H: -0.826 1.435 -2.161
H: 0.291 0.127 -2.316
H: -1.420 -0.144 -2.540
H: 3.608 -1.131 0.250
H: 2.862 -0.402 1.771
H: 1.559 -1.075 -1.009

LUMO energy (alpha / beta): 4.243 / 4.178 eV
Highest occupied orbital energy (alpha / beta): 0.43 / -2.03 eV
⟨S²⟩: 0.767
Net charge: -1
Multiplicity: 2

Atomic partial charges in e from the natural (NBO) method, atoms 1 to 6: C -0.619; N -0.863; C 0.100; C -0.229; C -0.609; C -0.693



Quick ranking, most stable first: iii, i, ii.



## i
Entry from the Open Molecules 2025 dataset: a single C7H8O molecule (ωB97M-V/def2-TZVPD).

Cartesian coordinates (Å):
C: 0.064 -0.904 0.159
C: -0.453 0.033 1.185
C: -0.408 1.234 0.235
C: 1.140 1.174 -0.008
C: 1.366 -0.131 -0.160
C: -1.151 0.643 -0.975
C: -0.902 -0.635 -1.051
H: 1.047 -2.525 -0.012
H: -1.427 -0.323 1.516
H: -0.014 0.150 2.168
H: -0.774 2.211 0.647
H: 1.750 2.069 -0.202
H: 2.255 -0.685 -0.402
H: -1.576 1.279 -1.778
H: -1.185 -1.352 -1.839
O: 0.269 -2.238 0.516

LUMO energy: 0.958 eV
Highest occupied orbital energy: -9.04 eV
SMILES: O[C@]12C=C[C@H](C=C1)C2

Atomic partial charges in e from the natural (NBO) method, atoms 1 to 6: C 0.171; C -0.388; C -0.297; C -0.186; C -0.206; C -0.186



## ii
Entry from the Open Molecules 2025 dataset: a molecular structure, C7H8O (ωB97M-V/def2-TZVPD).

Cartesian coordinates (Å):
C: 2.170 1.257 0.331
C: 1.842 0.065 -0.176
C: 0.519 -0.434 0.010
C: -0.091 -1.620 -0.536
C: -1.671 -0.976 -0.451
C: -1.651 -0.152 0.789
C: -0.575 0.671 0.190
H: 1.622 2.119 0.606
H: 3.367 1.532 0.002
H: 2.884 -0.501 -0.584
H: 0.232 -2.549 -1.027
H: -2.558 -1.466 -0.941
H: -2.499 0.475 0.621
H: -1.966 -0.676 2.026
H: -0.198 1.825 0.268
O: -1.426 0.430 -1.127

LUMO energy: 0.230 eV
Highest occupied orbital energy: -8.45 eV

Atomic partial charges in e from the natural (NBO) method, atoms 1 to 6: C -0.370; C -0.228; C -0.079; C -0.175; C 0.048; C -0.419



## iii
Entry from the Open Molecules 2025 dataset: a single C7H8O molecule (ωB97M-V/def2-TZVPD).

Cartesian coordinates (Å):
C: 0.830 -2.453 0.854
C: 0.374 -1.429 0.472
C: -1.342 0.405 1.828
C: 1.223 1.434 -1.439
C: -0.879 0.719 0.624
C: 1.104 0.230 -0.943
C: -0.210 -0.310 -0.248
O: -1.092 -0.874 -1.229
H: 1.337 -3.324 1.323
H: -1.984 1.228 2.257
H: -0.885 -0.434 2.311
H: 2.188 1.667 -1.875
H: 0.313 1.999 -1.495
H: -1.069 1.704 0.049
H: 1.859 -0.420 -0.986
H: -1.765 -0.143 -1.502

LUMO energy: 0.900 eV
Highest occupied orbital energy: -9.91 eV
SMILES: C#CC(O)(C=C)C=C

Atomic partial charges in e from the natural (NBO) method, atoms 1 to 6: C -0.223; C -0.024; C -0.375; C -0.394; C -0.203; C -0.146



Quick ranking, most stable first: i, iii, ii.



## i
Entry from the Open Molecules 2025 dataset: 2 unconnected molecules or ions with the total composition C6H14O (ωB97M-V/def2-TZVPD).

Cartesian coordinates (Å):
C: 1.250 3.186 1.663
C: 0.310 2.482 0.730
C: 0.181 1.160 0.681
O: -0.729 0.543 -0.122
C: -0.462 -0.823 -0.385
C: -1.626 -1.401 -1.167
C: -1.424 -2.881 -1.480
H: 1.853 2.472 2.234
H: 1.937 3.844 1.118
H: 0.708 3.814 2.381
H: -0.311 3.084 0.070
H: 3.116 -0.727 0.605
H: 0.777 0.496 1.312
H: 2.680 -1.080 0.120
H: -0.327 -1.370 0.563
H: 0.471 -0.922 -0.961
H: -1.744 -0.828 -2.093
H: -2.542 -1.253 -0.586
H: -1.326 -3.473 -0.562
H: -0.520 -3.043 -2.077
H: -2.272 -3.282 -2.044

LUMO energy: 1.185 eV
Highest occupied orbital energy: -8.43 eV
SMILES: C/C=C/OCCC.[H][H]

Atomic partial charges in e from the natural (NBO) method, atoms 1 to 6: C -0.627; C -0.268; C 0.126; O -0.517; C -0.051; C -0.413



## ii
Entry from the Open Molecules 2025 dataset: 2 unconnected molecules or ions with the total composition C6H14O (ωB97M-V/def2-TZVPD).

Cartesian coordinates (Å):
C: -0.619 0.001 2.090
C: -1.843 -0.217 2.922
C: -2.904 0.574 2.919
H: -0.393 -0.884 1.492
H: -0.736 0.838 1.401
H: 0.250 0.202 2.720
H: -1.839 -1.083 3.577
H: -3.766 0.377 3.543
H: -2.957 1.453 2.286
C: 0.970 -0.825 -1.264
O: 0.950 -2.234 -1.477
C: 1.473 -0.157 -2.523
C: 1.491 1.364 -2.386
H: -0.033 -0.455 -1.023
H: 1.626 -0.576 -0.420
H: 0.559 -2.653 -0.707
H: 2.475 -0.528 -2.748
H: 0.825 -0.448 -3.352
H: 2.123 1.679 -1.554
H: 1.863 1.825 -3.300
H: 0.487 1.747 -2.195

LUMO energy: 0.852 eV
Highest occupied orbital energy: -9.80 eV
SMILES: C=CC.CCCO

Atomic partial charges in e from the natural (NBO) method, atoms 1 to 6: C -0.645; C -0.171; C -0.402; H 0.207; H 0.211; H 0.219



## iii
Entry from the Open Molecules 2025 dataset: 2 unconnected molecules or ions with the total composition C6H14O (ωB97M-V/def2-TZVPD).

Cartesian coordinates (Å):
C: -1.838 1.415 1.213
C: -0.453 1.153 0.631
C: 0.056 -0.272 0.623
C: -0.796 -1.306 0.530
C: 1.533 -0.540 0.468
C: 2.113 -1.650 1.330
H: -1.781 1.174 2.276
H: -2.631 0.871 0.717
H: -1.993 2.490 1.155
H: -0.388 1.461 -0.425
H: 0.359 1.757 1.046
H: -1.830 -1.070 0.771
H: -0.609 -2.362 0.415
H: 2.105 0.370 0.676
H: 1.680 -0.724 -0.601
H: 1.825 -1.551 2.374
H: 3.195 -1.710 1.201
H: 1.830 -2.668 1.044
H: -1.458 0.648 -5.261
H: -0.320 1.655 -5.322
O: -0.599 0.860 -4.860

LUMO energy: 0.888 eV
Highest occupied orbital energy: -8.87 eV
SMILES: C=C(CC)CC.O

Atomic partial charges in e from the natural (NBO) method, atoms 1 to 6: C -0.608; C -0.434; C 0.051; C -0.439; C -0.446; C -0.600



## iv
Entry from the Open Molecules 2025 dataset: a single C6H14O molecule (ωB97M-V/def2-TZVPD).

Cartesian coordinates (Å):
C: 0.727 -1.357 -2.100
C: 0.386 -0.194 -1.160
C: 1.636 0.471 -0.585
C: -0.482 -0.562 0.042
C: -1.052 0.683 0.790
C: -1.484 0.321 2.195
O: -0.283 1.906 0.878
H: 1.396 -1.003 -2.894
H: -0.162 -1.778 -2.588
H: 1.243 -2.175 -1.580
H: -0.178 0.542 -1.752
H: 2.323 0.826 -1.355
H: 2.156 -0.242 0.070
H: 1.323 1.328 0.016
H: 0.091 -1.225 0.712
H: -1.361 -1.156 -0.265
H: -1.893 1.017 0.178
H: -0.586 0.118 2.797
H: -2.111 -0.573 2.228
H: -2.017 1.166 2.638
H: 0.230 1.939 1.701

LUMO energy: 1.015 eV
Highest occupied orbital energy: -9.85 eV
SMILES: CC(C)C[C@@H](C)O

Atomic partial charges in e from the natural (NBO) method, atoms 1 to 6: C -0.601; C -0.218; C -0.627; C -0.418; C 0.104; C -0.633



Quick ranking, most stable first: iv, iii, ii, i.



## i
Entry from the Open Molecules 2025 dataset: 2 unconnected molecules or ions with the total composition C6H14O (ωB97M-V/def2-TZVPD).

Cartesian coordinates (Å):
C: -1.404 -0.783 -1.000
C: -1.104 -0.263 0.409
C: -2.302 0.520 0.951
C: 0.144 0.633 0.453
C: 1.491 -0.055 0.374
C: 2.649 0.609 0.332
O: 1.398 -1.412 0.317
H: -2.253 -1.478 -0.980
H: -0.545 -1.307 -1.430
H: -1.672 0.044 -1.671
H: -0.926 -1.125 1.062
H: -3.213 -0.089 0.939
H: -2.491 1.413 0.340
H: -2.127 0.850 1.981
H: 0.132 1.216 1.382
H: 0.085 1.366 -0.365
H: 1.567 -0.125 -2.526
H: 3.605 0.102 0.227
H: 2.657 1.694 0.350
H: 1.956 0.257 -2.010
H: 2.293 -1.776 0.263

LUMO energy: 0.915 eV
Highest occupied orbital energy: -8.75 eV
SMILES: C=C(O)CC(C)C.[H][H]

Atomic partial charges in e from the natural (NBO) method, atoms 1 to 6: C -0.607; C -0.218; C -0.599; C -0.464; C 0.368; C -0.571



## ii
Entry from the Open Molecules 2025 dataset: a single C6H14O molecule (ωB97M-V/def2-TZVPD).

Cartesian coordinates (Å):
C: -3.652 0.246 0.327
C: -2.404 -0.511 -0.124
C: -1.172 0.385 -0.089
O: -0.032 -0.427 0.051
C: 1.182 0.278 -0.017
C: 2.330 -0.719 -0.005
C: 3.682 -0.020 -0.127
H: -3.654 1.277 -0.045
H: -4.577 -0.229 -0.009
H: -3.680 0.296 1.420
H: -2.214 -1.360 0.540
H: -2.519 -0.932 -1.132
H: -1.236 1.113 0.741
H: -1.110 0.978 -1.019
H: 1.273 0.980 0.832
H: 1.225 0.881 -0.942
H: 2.185 -1.420 -0.837
H: 2.281 -1.310 0.917
H: 3.881 0.615 0.744
H: 3.711 0.619 -1.018
H: 4.500 -0.742 -0.209

LUMO energy: 1.183 eV
Highest occupied orbital energy: -9.75 eV
SMILES: CCCOCCC

Atomic partial charges in e from the natural (NBO) method, atoms 1 to 6: C -0.608; C -0.418; C -0.050; O -0.539; C -0.050; C -0.412



Quick ranking, most stable first: ii, i.



## i
Entry from the Open Molecules 2025 dataset: 2 unconnected molecules or ions with the total composition C6H14O (ωB97M-V/def2-TZVPD).

Cartesian coordinates (Å):
C: -1.542 -0.722 -1.050
C: -1.097 -0.312 0.357
C: -2.206 0.478 1.053
C: 0.198 0.502 0.367
C: 1.482 -0.287 0.209
C: 2.737 0.540 0.014
O: 1.547 -1.479 0.481
H: -2.500 -1.251 -1.005
H: -0.826 -1.389 -1.536
H: -1.678 0.157 -1.695
H: -0.890 -1.223 0.930
H: -3.131 -0.106 1.101
H: -2.428 1.408 0.511
H: -1.923 0.747 2.078
H: 0.368 0.896 1.380
H: 0.132 1.380 -0.294
H: 1.261 -0.444 -1.683
H: 3.036 0.731 1.048
H: 2.602 1.501 -0.497
H: 3.531 -0.033 -0.471
H: 1.327 -1.093 -1.299

LUMO energy: 1.031 eV
Highest occupied orbital energy: -9.52 eV
SMILES: CC(=O)CC(C)C.[H][H]

Atomic partial charges in e from the natural (NBO) method, atoms 1 to 6: C -0.607; C -0.228; C -0.597; C -0.515; C 0.618; C -0.724



## ii
Entry from the Open Molecules 2025 dataset: 2 unconnected molecules or ions with the total composition C6H14O (ωB97M-V/def2-TZVPD).

Cartesian coordinates (Å):
C: 1.628 -1.721 0.072
C: 0.786 -1.251 -1.101
C: -0.567 -0.641 -0.743
C: -0.537 0.635 0.126
C: -0.163 3.108 -0.319
C: 0.042 1.827 -0.628
H: 2.529 -2.262 -0.202
H: 2.001 -0.833 0.600
H: 1.022 -2.204 0.839
H: 0.438 -2.126 -1.662
H: 1.348 -0.565 -1.723
H: -1.020 -0.247 -1.659
H: -1.397 -1.274 -0.427
H: -1.559 0.877 0.413
H: 0.056 0.646 1.035
H: -1.153 3.522 -0.124
H: 0.572 3.901 -0.303
H: 0.774 1.492 -1.365
H: -1.377 -1.600 2.003
H: -2.167 -0.501 2.673
O: -1.255 -0.781 2.494

LUMO energy: 0.736 eV
Highest occupied orbital energy: -8.54 eV
SMILES: C=CCCCC.O

Atomic partial charges in e from the natural (NBO) method, atoms 1 to 6: C -0.613; C -0.404; C -0.399; C -0.443; C -0.430; C -0.152



Quick ranking, most stable first: i, ii.